Record 1
This record from the OMol25 dataset describes a 10-piece molecular cluster, C20H60O10 overall in a non-equilibrium geometry. The level of theory is ωB97M-V/def2-TZVPD.

Calculated values
**Gap between HOMO and LUMO**: 9.846 eV
**Calculated total energy**: -1550.20960 hartree
**Total charge**: 0
**Relative energy (zero: lowest compared OMol25 entry of this formula, charge and spin)**: 3.4462 eV
**Spin multiplicity**: 1

Positions of all 90 atoms, in Å:
C 1.22 -0.39 -0.59
C 0.06 0.47 -0.08
O -1.17 -0.24 -0.36
H 1.41 -1.21 0.10
H 2.22 0.02 -0.69
H 1.02 -0.84 -1.56
H 0.01 1.45 -0.55
H 0.28 0.60 0.98
H -1.79 0.16 0.25
C 2.82 -2.93 3.18
C 1.84 -2.26 4.13
O 1.16 -1.17 3.46
H 3.52 -2.25 2.70
H 2.27 -3.29 2.31
H 3.30 -3.75 3.72
H 2.39 -1.81 4.96
H 1.08 -2.93 4.52
H 1.75 -0.49 3.13
C -4.02 4.28 1.62
C -4.44 2.89 1.23
O -5.28 2.39 2.16
H -3.54 4.22 2.60
H -4.82 4.96 1.91
H -3.42 4.80 0.88
H -3.58 2.30 0.93
H -5.02 2.94 0.31
H -5.69 1.61 1.76
C -0.95 3.92 -1.83
C -2.15 3.18 -2.28
O -3.34 3.99 -2.24
H -0.04 3.32 -1.80
H -1.00 4.37 -0.84
H -0.82 4.83 -2.42
H -2.41 2.30 -1.68
H -2.04 2.93 -3.33
H -4.00 3.49 -2.73
C -1.38 0.90 5.35
C -2.12 1.02 4.00
O -1.23 0.32 3.13
H -1.72 1.60 6.12
H -0.31 0.97 5.21
H -1.69 -0.06 5.78
H -2.30 2.01 3.57
H -3.09 0.54 4.14
H -0.55 -0.20 3.57
C -5.35 -0.71 0.15
C -6.54 -0.30 -0.66
O -7.05 0.94 -0.17
H -5.41 -0.49 1.22
H -4.39 -0.42 -0.29
H -5.29 -1.78 0.35
H -7.38 -0.99 -0.74
H -6.27 -0.12 -1.70
H -6.83 1.50 -0.92
C 5.89 0.75 -1.95
C 6.51 -0.16 -3.03
O 5.87 0.07 -4.27
H 5.79 1.78 -2.28
H 6.51 0.64 -1.05
H 4.89 0.41 -1.71
H 6.53 -1.23 -2.87
H 7.54 0.20 -3.09
H 6.48 -0.02 -5.00
C 4.15 -2.66 -0.26
C 4.31 -3.10 -1.75
O 3.52 -2.28 -2.49
H 4.86 -3.11 0.44
H 3.19 -3.03 0.11
H 4.32 -1.59 -0.18
H 4.00 -4.13 -1.95
H 5.36 -3.12 -2.05
H 3.89 -1.41 -2.68
C 2.75 1.77 -4.50
C 2.10 0.42 -4.85
O 3.08 -0.22 -5.68
H 3.46 2.18 -5.21
H 3.49 1.61 -3.72
H 1.97 2.50 -4.26
H 1.13 0.54 -5.32
H 1.90 -0.10 -3.91
H 3.89 -0.21 -5.15
C -2.08 -4.35 2.48
C -1.31 -3.41 1.64
O -2.13 -2.70 0.76
H -1.46 -4.71 3.30
H -2.36 -5.19 1.85
H -3.00 -3.99 2.96
H -0.55 -4.01 1.13
H -0.69 -2.78 2.28
H -1.70 -1.97 0.31

Computed Mulliken charges, given in elementary charges: -1.114, 0.895, -0.701, 0.040, 0.378, 0.306, -0.227, 0.041, 0.217, -0.867, -0.418, -0.476, 0.297, 0.110, 0.404, 0.374, 0.300, 0.221, -1.403, 0.717, -0.652, 0.312, 0.378, 0.290, -0.199, 0.260, 0.246, -1.218, 0.182, -0.559, 0.226, 0.258, 0.395, 0.099, 0.322, 0.297, -1.368, 0.419, -0.408, 0.376, 0.350, 0.332, 0.009, 0.163, 0.226, -0.671, -0.460, -0.485, 0.358, -0.013, 0.423, 0.296, 0.347, 0.294, -0.466, -0.287, -0.445, 0.356, 0.337, -0.274, 0.183, 0.424, 0.239, -0.651, -0.422, -0.449, 0.528, 0.032, 0.220, 0.333, 0.192, 0.136, -0.864, 0.053, -0.557, 0.354, 0.081, 0.332, 0.351, -0.045, 0.306, -1.438, 0.614, -0.488, 0.354, 0.336, 0.348, 0.204, -0.248, 0.403


Record 2
This record from the OMol25 dataset describes a 10-piece molecular cluster, C20H60O10S10 overall in a non-equilibrium geometry. The level of theory is ωB97M-V/def2-TZVPD.

Calculated values
**Gap between HOMO and LUMO**: 8.059 eV
**Calculated total energy**: -5531.92539 hartree
**Total charge**: 0
**Relative energy (zero: lowest compared OMol25 entry of this formula, charge and spin)**: 1.2850 eV
**Spin multiplicity**: 1

Positions of all 100 atoms, in Å:
C -4.91 -23.45 -16.13
S -6.23 -22.24 -16.02
O -6.30 -21.82 -14.60
C -5.35 -20.91 -16.85
H -4.69 -23.65 -17.18
H -5.24 -24.34 -15.60
H -4.04 -23.11 -15.56
H -4.38 -20.72 -16.39
H -6.03 -20.06 -16.76
H -5.35 -21.11 -17.92
C -3.74 -25.17 -9.37
S -4.98 -24.31 -8.37
O -5.22 -25.09 -7.15
C -3.95 -22.94 -7.91
H -3.47 -26.13 -8.92
H -2.87 -24.55 -9.55
H -4.20 -25.40 -10.33
H -3.53 -22.45 -8.79
H -3.12 -23.23 -7.26
H -4.54 -22.25 -7.30
C -1.15 -19.97 -12.34
S -1.38 -21.60 -11.65
O -2.49 -21.44 -10.66
C -2.09 -22.41 -13.09
H -0.72 -19.27 -11.64
H -2.10 -19.63 -12.78
H -0.52 -20.08 -13.23
H -1.76 -23.45 -13.10
H -1.73 -21.91 -13.99
H -3.17 -22.35 -13.01
C 1.51 -18.13 -14.10
S 2.95 -17.56 -13.15
O 2.42 -16.61 -12.16
C 3.30 -19.10 -12.29
H 1.66 -19.16 -14.41
H 1.31 -17.41 -14.88
H 0.75 -18.06 -13.32
H 4.20 -18.90 -11.71
H 3.61 -19.80 -13.07
H 2.47 -19.45 -11.67
C -2.90 -15.26 -16.09
S -2.94 -16.95 -15.49
O -1.55 -17.20 -15.03
C -3.83 -16.70 -13.96
H -2.93 -15.30 -17.17
H -2.05 -14.70 -15.72
H -3.76 -14.66 -15.76
H -3.33 -15.90 -13.41
H -3.74 -17.64 -13.42
H -4.85 -16.34 -14.14
C 1.15 -20.04 -6.80
S 0.78 -19.05 -8.28
O 1.55 -19.67 -9.40
C -0.91 -19.60 -8.47
H 2.03 -20.63 -7.05
H 0.30 -20.68 -6.59
H 1.33 -19.38 -5.96
H -1.40 -19.26 -9.37
H -1.52 -19.30 -7.61
H -0.92 -20.69 -8.44
C 2.56 -24.79 -13.70
S 1.69 -23.60 -14.73
O 0.26 -23.98 -14.81
C 1.90 -22.14 -13.71
H 3.56 -24.37 -13.56
H 2.63 -25.73 -14.23
H 2.07 -24.85 -12.73
H 2.74 -22.28 -13.03
H 1.09 -21.97 -13.00
H 2.15 -21.31 -14.36
C 1.26 -28.22 -12.25
S -0.53 -28.20 -12.21
O -0.81 -28.10 -10.77
C -0.73 -26.55 -12.91
H 1.64 -27.38 -11.68
H 1.66 -28.22 -13.26
H 1.53 -29.18 -11.82
H -1.61 -26.05 -12.50
H -0.94 -26.60 -13.97
H 0.07 -25.91 -12.56
C -5.16 -20.33 -12.20
S -6.86 -19.98 -11.83
O -7.48 -21.26 -11.43
C -6.52 -19.09 -10.30
H -4.77 -21.06 -11.49
H -4.51 -19.45 -12.12
H -5.12 -20.72 -13.21
H -7.38 -18.62 -9.84
H -5.84 -18.26 -10.55
H -6.01 -19.78 -9.63
C -2.14 -19.89 -18.44
S -1.17 -19.96 -16.96
O -2.08 -20.18 -15.81
C -0.45 -21.58 -17.20
H -2.74 -18.98 -18.35
H -2.88 -20.70 -18.48
H -1.56 -19.83 -19.36
H -1.33 -22.24 -17.25
H 0.17 -21.92 -16.38
H 0.08 -21.68 -18.15

Mulliken population analysis, charges in e, atoms 1 to 99: -0.599, 0.275, -0.503, -0.525, 0.391, 0.385, -0.109, -0.196, 0.371, 0.473, -0.740, 0.535, -0.683, -0.493, 0.454, 0.074, 0.290, -0.115, 0.365, 0.394, -0.245, -0.053, -0.474, -0.208, 0.542, -0.121, -0.025, 0.167, -0.068, 0.248, -0.302, 0.376, -0.612, -0.639, -0.053, 0.376, 0.125, 0.442, 0.189, 0.148, -1.160, 0.734, -0.551, -0.708, 0.332, 0.306, 0.373, 0.378, -0.191, 0.464, -0.862, 0.402, -0.551, -0.794, 0.313, 0.246, 0.343, 0.163, 0.519, 0.225, -0.937, 0.339, -0.488, -0.921, 0.451, 0.369, 0.208, 0.567, 0.122, 0.398, -0.886, 0.421, -0.610, -0.397, 0.258, 0.326, 0.362, 0.194, 0.462, -0.153, 0.195, 0.504, -0.628, -0.855, -0.055, 0.027, -0.023, 0.369, 0.277, 0.188, -1.027, 0.492, -0.230, -0.599, 0.309, 0.200, 0.423, 0.196, -0.205


Record 3
This record from the OMol25 dataset describes a 10-piece molecular cluster, C20H60O20 overall in a non-equilibrium geometry. The level of theory is ωB97M-V/def2-TZVPD.

Calculated values
**Gap between HOMO and LUMO**: 9.568 eV
**Calculated total energy**: -2302.51818 hartree
**Total charge**: 0
**Relative energy (zero: lowest compared OMol25 entry of this formula, charge and spin)**: 4.6357 eV
**Spin multiplicity**: 1

Positions of all 100 atoms, in Å:
O -2.25 3.11 -1.77
C -2.82 4.00 -0.77
C -4.31 3.90 -0.86
O -4.83 4.30 -2.11
H -1.29 3.16 -1.77
H -2.54 3.68 0.23
H -2.51 5.04 -0.87
H -4.60 4.50 0.01
H -4.70 2.90 -0.73
H -4.49 3.69 -2.77
O 1.36 -5.19 -3.43
C 1.31 -4.88 -4.92
C 2.07 -3.64 -5.28
O 1.43 -2.46 -4.96
H 0.91 -4.53 -2.91
H 1.87 -5.70 -5.38
H 0.33 -4.90 -5.39
H 2.32 -3.65 -6.34
H 3.01 -3.60 -4.74
H 0.77 -2.30 -5.63
O 3.48 -3.39 0.41
C 3.95 -3.06 -0.98
C 5.48 -3.27 -1.16
O 6.13 -2.37 -0.27
H 2.55 -3.17 0.40
H 3.48 -3.57 -1.82
H 3.80 -1.98 -1.07
H 5.73 -3.12 -2.21
H 5.61 -4.33 -0.95
H 7.06 -2.55 -0.12
O 1.36 7.05 2.96
C 0.54 6.26 2.07
C 1.21 4.87 1.86
O 2.57 5.06 1.51
H 0.69 7.61 3.37
H -0.49 6.17 2.41
H 0.34 6.65 1.07
H 0.69 4.40 1.03
H 1.08 4.26 2.75
H 2.95 5.70 2.11
O 3.24 0.76 -2.23
C 2.39 -0.21 -2.92
C 1.43 0.74 -3.67
O 0.83 1.61 -2.70
H 2.81 1.63 -2.25
H 3.04 -0.82 -3.55
H 1.88 -0.78 -2.14
H 0.65 0.15 -4.15
H 1.85 1.43 -4.40
H 0.91 1.11 -1.88
O -2.78 -0.88 3.40
C -3.96 -1.59 2.91
C -4.99 -0.51 2.54
O -4.51 0.18 1.35
H -2.82 -0.83 4.35
H -3.65 -2.16 2.04
H -4.40 -2.30 3.61
H -5.03 0.29 3.28
H -5.94 -1.03 2.44
H -3.57 0.03 1.31
O 0.56 -2.14 -0.44
C -0.20 -1.00 -0.11
C 0.52 0.03 0.84
O 1.01 1.10 0.08
H 0.12 -2.53 -1.19
H -0.62 -0.61 -1.04
H -1.11 -1.31 0.39
H 1.38 -0.46 1.28
H -0.04 0.54 1.63
H 0.45 1.86 0.26
O -4.42 2.71 3.05
C -3.59 3.78 2.92
C -2.26 3.47 3.42
O -1.51 2.70 2.52
H -4.50 2.23 2.22
H -3.70 4.05 1.87
H -4.08 4.59 3.45
H -2.33 3.15 4.46
H -1.64 4.36 3.50
H -1.40 1.92 3.06
O -2.04 -1.61 -4.06
C -3.02 -2.15 -3.20
C -2.62 -3.55 -2.58
O -1.36 -3.50 -1.96
H -2.30 -0.70 -4.23
H -3.29 -1.40 -2.46
H -3.97 -2.35 -3.70
H -2.74 -4.27 -3.39
H -3.36 -3.99 -1.91
H -1.38 -4.05 -1.18
O 4.78 -2.67 5.73
C 3.46 -2.14 5.60
C 3.22 -2.34 4.16
O 4.30 -1.84 3.33
H 5.24 -2.24 5.00
H 2.69 -2.67 6.16
H 3.69 -1.13 5.95
H 2.35 -1.80 3.78
H 2.97 -3.39 4.06
H 4.11 -2.17 2.45

Mulliken population analysis, charges in e, atoms 1 to 99: -0.469, 0.584, -0.693, -0.599, 0.212, -0.224, 0.279, 0.346, 0.278, 0.344, -0.528, -0.406, -0.428, -0.317, 0.280, 0.357, 0.273, 0.393, 0.163, 0.221, -0.589, 0.160, -0.644, -0.520, 0.321, 0.213, 0.064, 0.316, 0.349, 0.286, -0.538, -0.374, 0.176, -0.533, 0.317, 0.227, 0.316, -0.079, 0.150, 0.345, -0.574, 0.624, -0.448, -0.568, 0.369, 0.358, -0.376, 0.047, 0.377, 0.314, -0.393, -0.747, -0.048, -0.496, 0.256, 0.237, 0.430, 0.225, 0.319, 0.257, -0.452, -0.080, 0.110, -0.497, 0.172, 0.325, 0.362, 0.103, -0.231, 0.124, -0.515, 0.369, -0.699, -0.086, 0.278, -0.515, 0.361, 0.477, 0.184, 0.069, -0.461, -0.427, -0.646, -0.386, 0.286, 0.279, 0.369, 0.297, 0.400, 0.229, -0.563, -0.505, 0.065, -0.564, 0.320, 0.278, 0.292, 0.164, 0.266


Record 4
This record from the OMol25 dataset describes a 10-piece molecular cluster, C20H61N2O12 overall in a non-equilibrium geometry. The level of theory is ωB97M-V/def2-TZVPD.

Calculated values
**Gap between HOMO and LUMO**: 8.037 eV
**Calculated total energy**: -1810.32907 hartree
**Total charge**: -1
**Relative energy (zero: lowest compared OMol25 entry of this formula, charge and spin)**: 0.0000 eV
**Spin multiplicity**: 1

Positions of all 95 atoms, in Å:
C -0.23 0.43 -1.04
O -0.35 -0.11 -2.33
H -1.18 1.00 -0.70
H 0.68 1.07 -1.27
H -0.06 -0.38 -0.38
C -1.44 2.68 -3.70
O -0.44 2.87 -2.80
H -1.44 1.73 -4.49
H -1.47 3.54 -4.58
H -2.29 2.40 -3.10
H -0.36 2.09 -2.19
C -3.47 -1.35 -1.77
O -3.09 -0.09 -2.14
H -2.90 -1.58 -0.80
H -2.97 -1.97 -2.36
H -4.62 -1.42 -1.82
H -2.24 -0.10 -1.98
C -3.54 2.33 0.01
O -4.37 1.17 -0.01
H -4.04 3.28 0.34
H -3.09 2.43 -0.85
H -2.99 2.46 1.03
H -3.79 0.65 -0.63
C 2.31 1.10 -4.02
O 2.27 0.09 -2.93
H 3.09 0.63 -4.55
H 2.74 2.00 -3.46
H 1.51 1.23 -4.64
H 1.41 0.16 -2.67
C -0.24 -1.83 -5.20
O -0.71 -0.53 -5.14
H 0.46 -1.88 -6.10
H -1.08 -2.34 -5.21
H 0.18 -1.99 -4.23
H -0.57 -0.32 -4.30
C 2.67 4.06 -1.99
O 1.79 4.66 -2.96
H 2.75 4.54 -0.89
H 3.74 4.51 -2.26
H 2.44 3.08 -1.62
H 1.00 3.96 -3.13
C 0.86 -3.12 -2.05
O -0.49 -2.76 -1.72
H 1.52 -3.62 -1.46
H 1.52 -2.10 -2.08
H 1.08 -3.84 -2.92
H -0.54 -1.70 -1.86
C 0.48 1.81 2.36
O -0.37 1.63 3.53
C -0.87 0.37 3.81
C -1.57 0.26 5.14
N -2.06 -1.13 5.27
C -2.79 -1.14 6.56
C -3.22 -2.68 6.88
O -4.07 -2.66 8.09
C -4.27 -3.93 8.64
H 1.33 1.34 2.38
H 0.80 2.80 2.26
H -0.02 1.24 1.46
H -0.12 -0.46 3.86
H -1.61 0.03 3.06
H -2.46 0.81 5.15
H -0.96 0.58 5.99
H -2.67 -1.51 4.61
H -3.70 -0.55 6.57
H -2.39 -0.78 7.42
H -2.23 -3.33 7.10
H -3.71 -3.17 6.04
H -4.76 -3.89 9.60
H -3.22 -4.30 9.04
H -4.54 -4.92 8.18
C -0.05 -2.69 2.07
O 0.90 -1.57 1.84
C 1.48 -1.57 0.65
C 2.30 -0.23 0.54
N 2.95 -0.25 -0.81
C 3.56 1.07 -1.07
C 4.40 0.94 -2.33
O 5.01 2.10 -2.66
C 5.73 1.91 -3.89
H -0.66 -2.74 1.11
H -0.70 -2.50 2.86
H 0.37 -3.65 2.25
H 0.72 -1.47 -0.25
H 2.05 -2.54 0.55
H 3.20 -0.30 1.32
H 1.51 0.53 0.63
H 2.43 -0.45 -1.60
H 4.09 1.44 -0.35
H 2.82 1.82 -1.21
H 3.94 0.49 -3.09
H 5.22 0.12 -1.99
H 5.07 1.70 -4.74
H 6.64 1.29 -3.81
H 5.95 2.93 -4.06

Computed Mulliken charges, given in elementary charges: -1.284, 0.555, -0.258, 0.360, 1.701, -0.339, -0.657, -0.016, 0.277, 0.047, 0.029, -1.035, -0.850, 0.273, 0.435, 0.256, 0.598, 0.013, -0.687, 0.283, -0.127, -0.008, 0.524, -0.953, -0.681, 0.418, 0.245, 0.438, -0.029, -0.274, -0.656, 0.235, 0.431, -0.199, 0.257, -0.292, -0.663, 0.182, 0.184, -0.458, 0.516, -0.623, -0.633, 0.472, 0.247, 0.223, 0.100, -0.909, -0.463, -0.007, -0.789, -0.229, -1.026, -0.355, -0.307, -0.812, 0.637, 0.392, 0.105, 0.136, 0.113, 0.537, 0.296, 0.251, 0.371, 0.559, 0.269, 0.294, 0.349, 0.273, 0.318, -0.534, -0.307, 0.793, 0.185, -0.274, -0.407, -1.394, -0.238, -0.761, 0.214, 0.067, 0.330, -0.799, 0.380, 0.437, -0.981, 0.409, 1.243, 0.199, 0.860, 0.120, 0.302, 0.251, 0.328


Record 5
This record from the OMol25 dataset describes a 7-piece molecular cluster, C20H61N6O6 overall in a non-equilibrium geometry. The level of theory is ωB97M-V/def2-TZVPD.

Calculated values
**Gap between HOMO and LUMO (spin up / spin down)**: 8.917 / 2.903 eV
**Calculated total energy**: -1577.85322 hartree
**Total charge**: +2
**Spin multiplicity**: 2
**<S²>**: 0.76

Positions of all 93 atoms, in Å:
N 1.05 0.83 -0.51
H 1.80 0.26 -0.87
H 0.21 0.43 -0.91
H 1.24 1.76 -0.83
H 1.04 0.93 0.50
O 3.04 -0.90 -1.34
H 3.96 -1.00 -1.10
H 2.72 -1.79 -1.46
C -0.42 -2.94 1.19
C -1.67 -2.60 2.14
C -2.02 -3.92 2.91
O -3.08 -3.59 3.78
C -3.39 -4.77 4.55
N -1.22 -1.55 2.98
H -0.55 -3.70 0.42
H 0.46 -3.29 1.73
H -0.05 -2.07 0.65
H -2.53 -2.25 1.57
H -1.13 -4.31 3.42
H -2.35 -4.73 2.26
H -2.52 -4.95 5.19
H -3.77 -5.64 4.01
H -4.17 -4.41 5.22
H -1.83 -1.54 3.78
H -0.32 -1.82 3.35
C -3.23 2.08 -0.35
C -2.77 1.08 0.70
C -3.97 0.21 1.23
O -4.93 1.12 1.80
C -6.13 1.23 1.03
N -1.66 0.29 0.22
H -3.99 2.78 0.00
H -3.58 1.64 -1.28
H -2.45 2.77 -0.65
H -2.46 1.67 1.56
H -3.56 -0.41 2.02
H -4.37 -0.46 0.47
H -5.98 1.78 0.10
H -6.82 1.77 1.68
H -6.57 0.26 0.78
H -1.97 -0.37 -0.48
H -1.42 -0.37 0.95
C 3.47 0.73 2.06
C 2.42 -0.33 2.22
C 2.65 -1.07 3.58
O 1.53 -1.99 3.70
C 1.65 -3.04 4.67
N 1.08 0.34 2.30
H 4.48 0.34 2.19
H 3.31 1.55 2.75
H 3.37 1.16 1.06
H 2.35 -1.09 1.44
H 2.54 -0.41 4.44
H 3.52 -1.72 3.56
H 1.89 -2.55 5.61
H 2.45 -3.70 4.34
H 0.73 -3.59 4.86
H 1.05 0.87 3.16
H 0.40 -0.39 2.46
C 3.53 2.70 -2.23
C 2.81 3.71 -1.28
C 2.87 5.22 -1.55
O 3.90 5.87 -0.91
C 5.23 5.61 -1.37
N 1.41 3.30 -1.33
H 3.57 1.77 -1.66
H 4.50 3.06 -2.57
H 2.99 2.58 -3.17
H 3.01 3.58 -0.21
H 1.97 5.68 -1.16
H 2.91 5.47 -2.61
H 5.77 5.02 -0.63
H 5.76 6.54 -1.58
H 5.10 5.08 -2.31
H 0.79 3.91 -0.82
H 1.13 3.46 -2.28
C 0.74 0.10 -4.38
C -0.60 -0.31 -3.83
C -1.21 -1.50 -4.72
O -1.83 -0.91 -5.89
C -2.48 -1.90 -6.68
N -0.27 -0.71 -2.44
H 0.73 0.59 -5.35
H 1.38 -0.78 -4.34
H 1.21 0.82 -3.70
H -1.25 0.57 -3.84
H -1.96 -2.01 -4.13
H -0.45 -2.26 -4.93
H -1.78 -2.68 -6.96
H -3.03 -1.36 -7.46
H -3.27 -2.29 -6.04
H 0.38 -1.48 -2.49
H -1.11 -1.02 -1.97

Computed Mulliken charges, given in elementary charges: 0.983, -0.098, 0.000, 0.399, 0.375, -0.547, 0.252, 0.217, -0.922, 0.541, -0.959, -0.312, -0.768, -0.405, 0.542, 0.215, -0.121, 0.355, 0.305, 0.491, 0.325, 0.303, 0.268, 0.376, -0.014, -1.726, 0.329, -0.509, -0.165, -0.581, 0.108, 0.509, 0.440, 0.266, 0.381, 0.161, 0.532, 0.319, 0.312, 0.334, 0.220, -0.136, -1.322, 0.759, -0.924, -0.384, -0.892, -0.629, 0.452, 0.366, 0.101, 0.148, 0.378, 0.443, 0.339, 0.319, 0.256, 0.320, 0.077, -0.911, 0.284, -0.784, -0.433, -0.604, -0.832, 0.026, 0.438, 0.244, 0.212, 0.354, 0.411, 0.247, 0.275, 0.265, 0.259, 0.302, -1.473, 0.030, -0.674, -0.337, -0.736, -0.243, 0.421, 0.385, 0.192, 0.382, 0.450, 0.390, 0.293, 0.271, 0.321, 0.157, 0.017